No. 1
Molecular formula: C39H38AsBaCl4N11O4P2
Method: DFT, the ωB97M-V functional and the def2-TZVPD basis

Results
charge = -2
spin multiplicity = 1
DFT total energy = -7197.12179 Eh
ΔE to the lowest compared entry with this formula, charge and spin = 104.4 kcal/mol
E_HOMO = -0.9 eV
LUMO level = 3.5237 eV

Geometry as XYZ:
```
100
C39H38AsBaCl4N11O4P2 | the Open Molecules 2025 dataset | the ωB97M-V functional and the def2-TZVPD basis
Ba -0.0024 1.2758 -0.0725
N 3.8228 3.0464 1.5979
C 3.7816 1.8838 0.8617
N 4.8622 1.1822 0.4621
N 4.3581 0.1869 -0.2580
N 3.0758 0.2727 -0.2925
N 2.6671 1.3326 0.4435
C 2.8760 4.0835 1.4287
N 3.1348 5.3031 1.8894
N 2.0583 6.0127 1.5202
N 1.2194 5.2612 0.8896
N 1.6962 4.0064 0.8043
H 4.7553 3.3957 1.7463
O 1.1337 0.7049 -2.1307
P 1.6035 -0.7003 -1.7525
C 0.8040 -1.5872 -0.1453
P -1.1297 -1.5395 0.3012
O -1.4404 -0.2869 1.0705
C -2.2988 -1.6475 -1.0683
C -2.4041 -2.7674 -1.8908
C -3.4334 -2.8398 -2.8116
C -4.3484 -1.7953 -2.9065
C -4.2401 -0.6910 -2.0794
C -3.2209 -0.6080 -1.1385
C -1.3056 -2.9245 1.4294
C -1.9422 -4.1205 1.1327
C -2.0521 -5.1024 2.1020
C -1.5286 -4.8891 3.3676
C -0.9033 -3.6876 3.6687
C -0.7909 -2.7034 2.7037
C 3.0888 -1.2889 -2.5499
C 3.8598 -2.3088 -2.0146
C 4.9765 -2.7571 -2.7025
C 5.3309 -2.1657 -3.9053
C 4.5665 -1.1275 -4.4185
C 3.4427 -0.6862 -3.7443
C 0.5178 -1.6587 -2.9339
C -0.3265 -0.9772 -3.8034
C -0.9934 -1.6445 -4.8174
C -0.8235 -3.0079 -4.9884
C 0.0098 -3.7041 -4.1259
C 0.6730 -3.0304 -3.1155
H 1.2733 -1.3005 0.8119
H 1.0335 -2.6428 -0.3109
H -1.6678 -3.5622 -1.8453
H -3.5175 -3.7016 -3.4625
H -5.1497 -1.8492 -3.6343
H -4.9558 0.1198 -2.1316
H -3.1896 0.2613 -0.4750
H -2.3843 -4.2821 0.1603
H -2.5626 -6.0294 1.8712
H -1.6243 -5.6511 4.1314
H -0.5139 -3.5028 4.6611
H -0.3341 -1.7517 2.9453
H 3.6126 -2.7383 -1.0508
H 5.5800 -3.5517 -2.2816
H 6.2140 -2.5004 -4.4357
H 4.8488 -0.6538 -5.3509
H 2.8426 0.1230 -4.1420
H -0.4549 0.0882 -3.6725
H -1.6493 -1.0895 -5.4780
H -1.3382 -3.5223 -5.7914
H 0.1543 -4.7718 -4.2460
H 1.3344 -3.5987 -2.4685
Cl -3.3648 0.8345 6.1614
C -3.3906 1.2342 4.4679
C -4.5513 1.1206 3.7460
Cl -6.0239 0.6042 4.5123
C -4.5490 1.4287 2.3721
Cl -5.9980 1.1803 1.4331
C -3.4127 1.8722 1.6891
O -3.3560 2.0615 0.4233
C -2.1754 2.0516 2.4937
O -1.1423 2.4806 1.8675
C -2.2158 1.6823 3.8315
Cl -0.7229 1.6954 4.6979
C 2.7111 1.4276 4.3853
N 3.1598 0.0410 4.3833
C 3.6243 -0.5067 5.6393
C 2.7848 -0.7827 3.4341
N 2.5046 -1.5401 2.6000
H 1.9609 1.5758 5.1575
H 2.2812 1.6845 3.4216
H 3.5631 2.0838 4.5691
H 2.8692 -0.3765 6.4221
H 4.5415 0.0006 5.9502
H 3.8320 -1.5683 5.5212
C -2.9836 3.5045 -2.3784
As -1.5278 3.8680 -1.1112
C -0.4973 5.0331 -2.3172
C -2.3696 5.2265 -0.0213
H -3.3442 4.4359 -2.8267
H -3.7986 3.0184 -1.8407
H -2.6386 2.8481 -3.1792
H -1.1683 5.6009 -2.9696
H 0.1872 4.4503 -2.9322
H 0.0957 5.7222 -1.7140
H -2.6580 6.0867 -0.6328
H -1.6594 5.5439 0.7406
H -3.2486 4.7832 0.4456
```

=====

No. 2
Molecular formula: C3H6N4O2
Method: DFT, the ωB97M-V functional and the def2-TZVPD basis

Results
spin multiplicity = 1
DFT total energy = -487.36232 Eh
ΔE to the lowest compared entry with this formula, charge and spin = 56.9 kcal/mol
E_HOMO = -9.6 eV
SMILES = CNn1oc(N)nc1=O
LUMO level = 0.5536 eV

Geometry as XYZ:
```
15
C3H6N4O2 | the Open Molecules 2025 dataset | the ωB97M-V functional and the def2-TZVPD basis
C 2.3731 -0.7256 -0.0780
C -1.6560 -0.0104 -0.0097
C -0.4671 1.7082 -0.1730
H 1.8552 -1.7160 -0.0566
H 2.7071 -0.5879 -1.1000
H 3.2235 -0.7420 0.6225
H 1.2664 0.4592 1.3587
H -2.6471 -1.6786 -0.4800
H -3.6059 -0.4110 0.1570
N 1.4801 0.4186 0.3609
N 0.3567 0.5913 -0.4421
N -2.6866 -0.8589 0.1155
N -1.7310 1.2787 0.1273
O -0.4547 -0.5365 -0.2915
O -0.0138 2.8109 -0.1111
```

=====

No. 3
Molecular formula: C2H4INS
Method: DFT, the ωB97M-V functional and the def2-TZVPD basis

Results
spin multiplicity = 1
DFT total energy = -829.15808 Eh
ΔE to the lowest compared entry with this formula, charge and spin = 40.7 kcal/mol
E_HOMO = -9.1 eV
SMILES = S=CI.C=N
LUMO level = -0.7408 eV

Geometry as XYZ:
```
9
C2H4INS | the Open Molecules 2025 dataset | the ωB97M-V functional and the def2-TZVPD basis
C -1.9545 -0.3155 -0.1486
C 1.9340 -0.1495 0.1607
N 1.3210 0.6894 -0.5517
S -1.6665 -1.8553 -0.0703
I -3.9724 0.5251 -0.0058
H 2.3027 -1.0053 -0.2438
H 2.2615 -0.1207 1.2139
H 1.1664 1.6293 -0.1577
H -1.3923 0.6025 -0.1966
```

=====

No. 4
Molecular formula: C24H14Cl5F2IrN2O3
Method: DFT, the ωB97M-V functional and the def2-TZVPD basis

Results
charge = +1
spin multiplicity = 2
DFT total energy = -3862.92067 Eh
ΔE to the lowest compared entry with this formula, charge and spin = 22.0 kcal/mol
E_HOMO (alpha / beta) = -11.3 / -11.3 eV
⟨S²⟩ = 0.761
LUMO level (alpha / beta) = -4.6499 / -5.8090 eV

Geometry as XYZ:
```
51
C24H14Cl5F2IrN2O3 | the Open Molecules 2025 dataset | the ωB97M-V functional and the def2-TZVPD basis
Ir -0.1798 0.2158 -0.5152
C -1.3401 -3.0608 0.3013
O -0.2943 -2.1035 0.5327
C 0.9896 -2.5632 0.5001
C 1.3589 -3.8973 0.4873
C 2.7088 -4.2233 0.4625
C 3.6854 -3.2398 0.4458
C 3.3168 -1.9042 0.4523
C 1.9709 -1.5803 0.4739
N 1.5232 -0.2086 0.4507
N 2.3311 0.6352 0.9153
C 2.1053 1.9713 0.9525
C 0.8108 2.5168 0.8787
O -0.2416 1.7502 0.6504
C 0.5936 3.8802 1.1587
C 1.6587 4.6785 1.4446
C 2.9925 4.1823 1.5034
C 4.0734 5.0403 1.8006
C 5.3466 4.5508 1.8788
C 5.5812 3.1800 1.6625
C 4.5501 2.3275 1.3642
C 3.2334 2.8133 1.2794
H -1.3648 -3.7779 1.1209
H -1.1891 -3.5629 -0.6529
H -2.2676 -2.4998 0.2783
H 0.6151 -4.6793 0.4999
H 2.9931 -5.2668 0.4507
H 4.7322 -3.5066 0.4170
H 4.0560 -1.1170 0.4304
H -0.4147 4.2678 1.1345
H 1.4923 5.7313 1.6393
H 3.8694 6.0911 1.9649
H 6.1749 5.2068 2.1072
H 6.5915 2.7993 1.7312
H 4.7386 1.2766 1.1957
Cl -3.3378 0.3424 -6.8602
C -2.6046 -0.0937 -5.3735
C -2.7082 0.7557 -4.2745
Cl -3.5602 2.2399 -4.3542
C -2.0992 0.3724 -3.0962
Cl -2.1504 1.3641 -1.6563
C -1.3950 -0.8143 -2.9479
O -0.9136 -1.1423 -1.7465
C -1.2962 -1.6535 -4.0502
Cl -0.4100 -3.1176 -3.8724
C -1.8968 -1.2935 -5.2553
Cl -1.7559 -2.3378 -6.6049
F 0.6612 2.1855 -2.3138
C 1.0930 0.9686 -1.9318
F 1.1433 0.1859 -3.0134
H 2.0913 1.0634 -1.5059
```